# 1
Here is a cluster of 2 separate species, C5H11NO2 in total from the OMol25 dataset. Energies are from ωB97M-V/def2-TZVPD.

XYZ file:
```
19
Properties=species:S:1:pos:R:3:forces:R:3
C 2.1335 0.0470 -0.5577 -0.4689 0.0489 0.6749
C 1.4506 -1.2236 -0.1183 0.3444 0.6901 -0.5750
O 1.4832 -1.6568 0.9985 -0.0460 -0.3149 0.4867
O 0.8496 -1.8619 -1.1311 0.2197 0.0331 -0.2024
H 1.8146 0.3626 -1.5429 0.2650 -0.1096 -0.1909
H 3.2049 -0.1071 -0.4429 0.0610 0.0318 -0.3580
H 1.8611 0.8247 0.1567 -0.0159 -0.0341 -0.0029
H 0.5564 -2.6987 -0.7625 -0.3472 -0.3917 0.0767
C -1.1540 0.0499 1.5309 -0.1516 0.0045 0.1911
N -1.2211 0.2892 0.2957 0.1237 0.0072 0.2390
C -2.1005 1.3679 -0.1012 0.0517 0.4448 -0.3500
C -1.3091 2.5204 -0.7280 -0.0800 -0.4054 0.2583
H -1.7427 0.6051 2.2695 -0.0765 0.0724 -0.0105
H -0.5087 -0.7275 1.9187 0.1585 -0.1172 -0.1167
H -2.7979 0.9786 -0.8454 -0.0578 -0.0340 0.0596
H -2.6747 1.7772 0.7421 -0.0477 -0.2016 0.0359
H -2.0062 3.3183 -0.9784 0.1290 0.1070 -0.1222
H -0.5798 2.8883 -0.0046 -0.0124 0.1145 -0.0496
H -0.7721 2.1888 -1.6161 -0.0490 0.0541 -0.0442
```
Positions in Å, forces in eV/Å.

The max |F| comes out at 1.0 eV/Å. As for the spin multiplicity: 1. The SMILES is CC(=O)O.C=NCC. The frontier orbital gap comes out at 10.77 eV. As for the highest occupied orbital energy: -0.361 hartree. The energy relative to the best compared isomer or geometry (same formula, charge and spin) comes out at 24.5 kcal per mole. The value obtained for the total energy is -10948.203 eV. The LUMO energy comes out at 0.9471 eV. As for the total charge: 0.

Listed below, in e, are the Löwdin charges computed for each atom: atom 1 (C): 0.01, atom 2 (C): -0.62, atom 3 (O): 0.07, atom 4 (O): 0.10, atom 5 (H): 0.08, atom 6 (H): 0.09, atom 7 (H): 0.08, atom 8 (H): 0.12, atom 9 (C): -0.04, atom 10 (N): -0.02, atom 11 (C): -0.31, atom 12 (C): -0.10, atom 13 (H): 0.08, atom 14 (H): 0.06, atom 15 (H): 0.11, atom 16 (H): 0.10, atom 17 (H): 0.07, atom 18 (H): 0.07, atom 19 (H): 0.07



# 2
Here is the ion C7H7ClN3O3S with charge -1 in a non-equilibrium geometry from the OMol25 dataset. Energies are from ωB97M-V/def2-TZVPD.

XYZ file:
```
22
Properties=species:S:1:pos:R:3:forces:R:3
C 2.3369 0.5680 -1.6953 -2.8924 0.7119 -1.3953
S 1.7282 0.6108 -0.0173 -0.6145 2.2589 1.9580
O 1.4740 2.0530 0.2256 -0.6165 -1.4945 -0.6680
C 0.3838 -0.4813 0.3293 3.6870 0.0535 0.1963
C -0.9086 -0.0112 0.6006 -2.9254 0.6023 -1.0528
C -1.8413 -0.7210 1.4138 2.1633 -1.2133 1.0620
C -3.2037 -0.4357 1.4655 3.1195 2.6667 -2.4269
C -3.5636 0.6543 0.6784 -0.7128 -0.5375 -0.1724
Cl -5.1870 1.1952 0.5392 -1.6290 -0.0609 0.4995
N -2.8215 1.3149 -0.1752 0.9338 0.2560 0.2558
C -1.5569 1.0040 -0.2052 3.1097 -0.0512 -0.8467
N 2.9169 0.0976 0.9832 -2.4637 -2.3568 0.5924
N 4.0700 0.6725 0.9381 1.4592 0.8796 -1.4535
O 4.2992 1.5020 0.0483 0.2750 0.6374 -0.4678
O 4.9413 0.3400 1.7267 -0.0588 -0.3019 0.7606
H 2.6340 1.6067 -1.8750 0.1528 -0.4573 -0.0185
H 3.1220 -0.1179 -1.8044 1.0719 -0.9258 -0.1463
H 1.4412 0.2989 -2.3937 1.5714 0.3714 1.3514
H 0.8773 -1.2684 0.9252 -0.6815 0.3257 -0.2269
H -1.3106 -1.5317 2.0344 -1.4330 0.9900 -0.8520
H -3.8951 -0.9710 1.9586 -2.1526 -1.7270 1.9009
H -0.8693 1.5339 -0.9623 -1.3634 -0.6274 1.1505
```
Positions in Å, forces in eV/Å.

The max |F| comes out at 4.8 eV/Å. As for the spin multiplicity: 1. The SMILES is C[S@@]([O-])(=Cc1ccc(Cl)nc1)=N[N+](=O)[O-]. The frontier orbital gap comes out at 7.08 eV. As for the highest occupied orbital energy: -0.147 hartree. The energy relative to the best compared isomer or geometry (same formula, charge and spin) comes out at 4.0 kcal per mole. The value obtained for the total energy is -41338.561 eV. The LUMO energy comes out at 3.0823 eV. As for the total charge: -1.

Listed below, in e, are the Löwdin charges computed for each atom: atom 1 (C): -0.18, atom 2 (S): 0.80, atom 3 (O): -0.39, atom 4 (C): -0.27, atom 5 (C): -0.31, atom 6 (C): -0.05, atom 7 (C): -0.09, atom 8 (C): -0.80, atom 9 (Cl): 0.62, atom 10 (N): 0.01, atom 11 (C): -0.12, atom 12 (N): -0.13, atom 13 (N): -0.57, atom 14 (O): -0.05, atom 15 (O): -0.01, atom 16 (H): 0.06, atom 17 (H): 0.03, atom 18 (H): 0.10, atom 19 (H): 0.05, atom 20 (H): 0.13, atom 21 (H): 0.05, atom 22 (H): 0.13



# 3
Here is a structure of composition C5H10O2 in a non-equilibrium geometry from the OMol25 dataset. Energies are from ωB97M-V/def2-TZVPD.

XYZ file:
```
17
Properties=species:S:1:pos:R:3:forces:R:3
C -1.1780 -0.3666 -0.8950 -2.8293 -1.9042 0.5496
C -2.3939 -0.2063 -1.4977 1.6113 -0.1051 1.6123
C 1.2579 2.0185 -0.8660 -1.2702 -1.7074 0.7170
O 1.9101 -1.6284 1.2514 -0.1942 0.7258 0.1918
C 0.6867 0.7691 -0.6850 3.4996 2.0813 1.3929
C -0.5178 0.5351 -0.0115 -0.6097 0.6816 -1.8063
H -0.6452 -1.3168 -0.9973 0.0690 0.2567 -0.3157
H -2.9647 0.6929 -1.3465 -0.1785 0.1672 -0.0879
H -2.8082 -1.0120 -2.0702 -0.0006 -0.0363 -0.4801
H 0.7797 2.9077 -0.4630 0.1581 -0.0676 -0.1234
H 2.1457 2.1066 -1.4713 0.0022 0.1289 -0.1057
H 2.6191 -1.1298 1.6717 0.1247 -0.0942 -0.1228
H 1.2601 -0.1097 -0.9754 -0.3645 -0.0068 -0.3815
H -1.0084 1.1599 0.7294 0.1846 -0.0686 -0.0072
H 0.0618 -1.7360 3.2696 -0.4843 0.2558 0.2312
H 0.9865 -1.3740 1.9141 -0.2226 -0.5866 -0.8495
O -0.1913 -1.3101 2.4427 0.5044 0.2793 -0.4147
```
Positions in Å, forces in eV/Å.

The max |F| comes out at 4.3 eV/Å. As for the spin multiplicity: 1. The frontier orbital gap comes out at 4.22 eV. As for the highest occupied orbital energy: -0.279 hartree. The energy relative to the best compared isomer or geometry (same formula, charge and spin) comes out at 175.3 kcal per mole. The value obtained for the total energy is -9435.440 eV. The LUMO energy comes out at -3.3771 eV. As for the total charge: 0.

Listed below, in e, are the Löwdin charges computed for each atom: atom 1 (C): -0.14, atom 2 (C): 0.11, atom 3 (C): 0.15, atom 4 (O): -0.28, atom 5 (C): -0.15, atom 6 (C): 0.08, atom 7 (H): 0.14, atom 8 (H): 0.07, atom 9 (H): 0.07, atom 10 (H): 0.08, atom 11 (H): 0.07, atom 12 (H): -0.04, atom 13 (H): 0.12, atom 14 (H): 0.15, atom 15 (H): -0.05, atom 16 (H): -0.07, atom 17 (O): -0.34